The following is a quantum chemistry calculation of 2 unconnected molecules or ions with the total composition C6H12N3S in a non-equilibrium geometry, from the OMol25 dataset.

The value obtained for the LUMO energy (alpha / beta) is -7.8 / -7.8 eV. The calculation puts the orbital gap (alpha / beta) at 0.2103 / 0.2104 hartree. As for the total charge: +1. The value obtained for the energy relative to the best compared isomer or geometry (same formula, charge and spin) is 174.8 kcal/mol.

The geometry in XYZ format:
```
22
Properties=species:S:1:pos:R:3:forces:R:3:lowdin_charge:R:1
C 0.636047 3.474501 1.771688 -1.649 -5.454 0.845 -0.18
C -1.361462 -1.332631 -0.898077 3.095 -1.751 2.723 -0.13
C 1.031360 -1.193937 -0.869534 1.614 -6.206 0.864 -0.17
C -1.289228 -0.400083 0.337686 -2.221 -4.152 3.022 -0.17
C 1.178039 -0.647015 0.541034 1.164 3.202 -3.426 -0.12
C 0.022375 1.442721 -0.274379 -1.438 -0.123 -2.060 -0.12
N 1.089006 4.517103 1.797617 0.784 2.034 -0.124 0.07
N -0.120296 -2.133242 -1.020324 0.958 3.356 -0.619 -0.02
N 0.006802 0.247760 0.629009 -0.878 1.817 0.188 -0.61
S -0.131842 1.043085 2.183708 0.875 2.884 1.020 1.06
H -2.037699 -2.129487 -0.896119 -2.227 -0.277 0.652 0.12
H -1.487463 -0.739451 -1.701626 -0.285 1.599 -3.225 0.08
H 0.941486 -0.485906 -1.573414 -0.149 2.700 -2.486 0.07
H 1.875088 -1.898532 -1.210589 -0.509 1.635 0.913 0.17
H -1.968490 0.405393 0.426763 -1.144 0.544 -0.458 0.10
H -1.601718 -1.162019 1.221375 1.122 1.969 -1.426 0.19
H 1.124542 -1.406789 1.224658 0.024 -1.526 2.100 0.11
H 2.012554 0.108333 0.620939 -0.299 -1.481 0.266 0.16
H 0.940596 1.757245 -0.599258 2.979 0.968 0.631 0.09
H -0.310214 1.209611 -1.262152 -1.002 -1.014 -0.559 0.11
H -0.618627 2.262752 0.013931 0.045 -0.228 0.613 0.08
H 0.069145 -2.939412 -0.462938 -0.860 -0.495 0.546 0.11
```
Positions in Å, forces in eV/Å.

---

The following is a quantum chemistry calculation of a single C6H7ClO2 molecule, from the OMol25 dataset.

The value obtained for the LUMO energy is 0.7 eV. The calculation puts the orbital gap at 0.3193 hartree. The value obtained for the energy relative to the best compared isomer or geometry (same formula, charge and spin) is 3.0 kcal/mol. Its structure (SMILES) is OC(O)=C/C=C\C=C\Cl.

The geometry in XYZ format:
```
16
Properties=species:S:1:pos:R:3:forces:R:3:lowdin_charge:R:1
O 0.507009 1.540691 -0.893132 0.538 0.179 0.196 0.10
C 1.425918 1.173676 0.031180 -0.562 -0.339 -0.134 -0.43
O 2.272028 2.169972 0.344765 -0.220 0.100 -0.228 0.10
C 1.540748 -0.041971 0.594372 0.217 0.407 0.173 -0.05
C 0.850929 -1.263732 0.247246 -0.157 -0.078 -0.134 -0.11
C -0.356052 -1.526885 -0.272254 0.150 -0.247 0.073 -0.13
C -1.537244 -0.688896 -0.513168 -0.229 -0.054 0.055 -0.23
C -2.267710 -0.139651 0.450780 0.425 0.176 -0.192 -0.56
Cl -3.755416 0.667551 0.143690 -0.153 0.120 -0.028 0.62
H -0.138720 0.831724 -1.027962 0.027 0.009 0.132 0.07
H 2.055852 2.942783 -0.197045 -0.028 -0.134 0.093 0.13
H 2.367614 -0.148155 1.280906 0.069 0.073 0.009 0.11
H 1.478053 -2.133589 0.411080 -0.040 -0.105 -0.062 0.10
H -0.545804 -2.554784 -0.561806 0.113 -0.129 0.022 0.10
H -1.923903 -0.694690 -1.527296 -0.161 0.098 -0.053 0.11
H -1.973294 -0.134039 1.488646 0.010 -0.075 0.079 0.08
```
Positions in Å, forces in eV/Å.

---

The following is a quantum chemistry calculation of 2 unconnected molecules or ions with the total composition C6H16 in a non-equilibrium geometry, from the OMol25 dataset.

The value obtained for the LUMO energy is 1.1 eV. The calculation puts the orbital gap at 0.4266 hartree. The value obtained for the energy relative to the best compared isomer or geometry (same formula, charge and spin) is 45.7 kcal/mol. Its structure (SMILES) is CC(C)C.CC.

The geometry in XYZ format:
```
22
Properties=species:S:1:pos:R:3:forces:R:3:lowdin_charge:R:1
C -2.611677 0.652137 0.503162 2.076 3.239 0.601 -0.08
C -1.036658 0.665509 0.336103 -2.036 0.382 0.003 -0.55
C -0.636255 0.793209 -1.117469 -0.187 -2.629 1.236 -0.09
C -0.514012 1.853406 1.103181 1.616 -0.567 1.381 -0.12
H -2.972130 -0.253329 0.087636 -0.968 -0.388 -0.858 0.04
H -2.751169 1.710714 -0.052258 -1.157 -2.612 1.202 0.13
H -2.898516 0.692327 1.625085 0.359 0.158 -1.924 0.09
H -0.697115 -0.256304 0.832728 0.469 0.235 -0.413 0.12
H -0.870300 1.712132 -1.524845 -0.958 1.970 -0.827 0.05
H 0.417013 0.727562 -1.132076 1.292 -0.205 -0.361 0.04
H -1.069446 -0.029785 -1.677658 0.054 0.020 -0.474 0.09
H -1.036557 1.571358 2.117533 1.665 1.913 -1.228 0.10
H 0.627849 1.692351 1.080993 -1.476 0.364 0.859 0.09
H -0.584705 2.918893 0.662006 -0.841 -1.786 0.807 0.10
C 2.355473 -1.190923 -0.745531 4.359 -1.106 5.780 -0.17
C 1.733077 -2.406784 -0.024328 0.703 -0.801 -0.738 -0.17
H 3.385027 -1.417343 -1.108714 -0.974 -0.040 -0.337 0.07
H 1.745390 -0.799311 -1.412366 -2.535 1.897 -3.212 -0.03
H 2.620787 -0.429887 0.106130 -0.774 -0.876 -1.650 0.10
H 0.881953 -2.086550 0.604838 0.505 -0.447 -0.204 0.05
H 2.517500 -2.995843 0.540510 -1.010 0.914 -0.216 0.08
H 1.394471 -3.123539 -0.804658 -0.181 0.364 0.572 0.06
```
Positions in Å, forces in eV/Å.

---

The following is a quantum chemistry calculation of 2 unconnected molecules or ions with the total composition C6H13NO3 in a non-equilibrium geometry, from the OMol25 dataset.

The value obtained for the LUMO energy is 0.8 eV. The calculation puts the orbital gap at 0.3834 hartree. The value obtained for the energy relative to the best compared isomer or geometry (same formula, charge and spin) is 82.6 kcal/mol. Its structure (SMILES) is CO[C@H]1CC[C@H]1C(N)=O.O.

The geometry in XYZ format:
```
23
Properties=species:S:1:pos:R:3:forces:R:3:lowdin_charge:R:1
C 1.117809 1.569265 -1.692118 0.335 0.308 0.143 -0.09
O 0.220758 0.486923 -1.562153 0.000 -0.291 -0.110 -0.17
C -0.783646 0.701271 -0.609266 -0.030 0.092 -0.012 -0.33
C -1.965490 -0.267569 -0.683108 -0.176 -0.045 -0.205 -0.11
C -2.017490 -0.244695 0.860924 -0.096 -0.422 0.185 -0.10
C -0.568606 0.321679 0.889457 1.082 1.309 0.463 -0.16
C 0.458974 -0.724259 1.297443 -2.442 -2.652 2.106 -0.47
N 0.767525 -1.702485 0.283240 0.655 -0.258 -0.696 0.08
O 0.525408 -1.086100 2.486129 0.149 1.076 -2.635 0.04
H 1.916954 1.256680 -2.374230 -0.224 0.088 0.171 0.09
H 0.607555 2.452378 -2.110104 0.099 -0.186 0.093 0.09
H 1.562312 1.829098 -0.717898 -0.045 -0.047 -0.262 0.09
H -1.124652 1.748600 -0.664077 0.034 -0.210 0.031 0.16
H -2.850033 0.063193 -1.240601 0.217 -0.107 0.135 0.11
H -1.643165 -1.247265 -1.062174 -0.081 0.299 0.080 0.11
H -2.742610 0.479354 1.250929 0.249 -0.158 -0.065 0.12
H -2.173622 -1.207303 1.363713 0.052 0.290 -0.086 0.12
H -0.405899 1.167767 1.569533 -0.200 -0.121 -0.195 0.15
H 0.849955 -1.404429 -0.689131 -0.741 0.429 0.358 0.09
H 0.227600 -2.560087 0.339217 0.378 0.106 0.439 0.12
O 2.617534 -0.106696 0.985993 -0.349 -2.847 -3.435 -0.16
H 2.364345 -1.061309 0.303976 1.237 3.572 3.451 0.18
H 3.038484 -0.464009 1.774307 -0.104 -0.225 0.048 0.03
```
Positions in Å, forces in eV/Å.